{
  "formula": "C32H88N8O8",
  "method": "wB97M-V/def2-TZVPD",
  "species": ["H", "H", "H", "H", "H", "H", "H", "H", "H", "H", "O", "C", "H", "C", "H", "H", "H", "C", "C", "H", "H", "C", "O", "C", "C", "H", "C", "H", "H", "H", "H", "C", "H", "O", "H", "H", "C", "C", "C", "H", "C", "H", "H", "H", "C", "H", "H", "C", "N", "H", "N", "C", "H", "C", "H", "H", "H", "H", "H", "C", "H", "H", "H", "H", "H", "H", "H", "H", "H", "H", "H", "C", "H", "H", "H", "C", "H", "H", "H", "C", "H", "H", "N", "H", "H", "O", "H", "H", "H", "H", "N", "N", "C", "C", "O", "H", "H", "H", "H", "H", "C", "H", "C", "H", "H", "H", "H", "H", "C", "N", "C", "H", "C", "H", "H", "C", "H", "H", "H", "H", "C", "H", "H", "O", "H", "O", "H", "N", "H", "C", "H", "H", "C", "H", "O", "N"],
  "coordinates": [[-2.575, 0.281, -2.721], [1.642, -1.124, 2.327], [0.246, 4.192, 6.013], [0.661, -3.234, -1.019], [0.680, -4.148, -2.594], [0.272, 4.652, -2.118], [-8.024, 2.650, 0.909], [6.551, -4.036, 2.607], [-6.935, -1.675, -2.787], [7.240, -2.425, 2.170], [4.939, -4.774, 0.161], [4.447, -5.004, -1.101], [-0.318, 1.382, 1.674], [-0.636, 0.376, 1.402], [-0.352, 2.532, 4.178], [-10.608, -0.604, 2.771], [-11.672, 0.635, 0.971], [-9.793, 0.513, 0.984], [2.639, -2.911, -3.816], [3.619, 0.836, 4.810], [-0.968, -1.062, -1.662], [6.137, 0.533, 0.235], [3.226, -1.911, -4.544], [3.550, 0.545, 5.858], [5.511, 1.505, 1.253], [2.139, 0.476, 1.641], [-0.246, 1.676, 4.845], [-0.236, 0.698, -0.915], [3.509, 1.682, -3.250], [4.345, -4.061, -1.637], [5.071, -5.725, -1.629], [3.531, -2.223, -5.912], [-9.584, -1.584, 1.658], [-1.773, 0.471, 0.673], [-2.190, 2.726, -2.218], [-3.299, 0.506, 2.156], [0.378, 2.109, 6.227], [-8.552, 0.459, 0.039], [-9.794, -0.588, 2.046], [2.173, 2.625, 5.470], [5.194, -2.766, 1.466], [0.357, 1.055, 4.183], [7.896, 1.544, 0.731], [-8.477, -0.573, -0.302], [0.467, -0.353, 0.674], [-2.083, -0.564, -0.688], [-3.706, 1.126, 0.613], [0.860, 3.925, 0.148], [7.448, 1.098, -0.056], [2.231, 2.573, 7.177], [-0.105, 3.461, 6.615], [-2.848, -0.749, -2.489], [3.514, -1.977, 2.398], [1.959, -2.409, -2.562], [5.362, -2.060, 0.652], [-0.745, 3.049, -4.415], [1.542, 4.622, -0.338], [0.822, -0.493, -1.281], [1.418, 2.989, 0.170], [1.240, -3.527, -1.895], [0.124, 3.619, 7.587], [-1.966, 5.600, -2.540], [3.213, 0.294, -2.166], [0.020, 1.466, 7.031], [-2.313, 5.090, -1.291], [7.135, -3.750, 1.007], [3.302, -3.488, 0.727], [-6.282, 2.401, 1.467], [4.072, -4.575, 1.921], [5.061, 2.393, 0.809], [4.686, 1.034, 1.788], [3.950, 0.798, -2.792], [4.404, -0.329, -0.589], [4.069, -1.400, -6.383], [-8.567, 1.078, -0.858], [-7.067, 2.151, 0.753], [6.205, 1.912, 1.988], [3.471, -5.469, -0.960], [-6.725, 2.571, -0.192], [6.628, -3.265, 1.841], [-10.996, 1.117, -0.434], [0.474, -1.790, -3.500], [-11.001, 0.384, 0.260], [-9.746, 1.498, 1.450], [-4.993, -0.178, -2.651], [4.926, 1.223, -1.869], [2.552, -1.084, 0.824], [6.374, -0.407, 0.734], [-1.275, 1.337, 4.967], [4.059, -3.172, -6.014], [1.061, -1.369, -2.795], [-1.944, -1.212, -1.451], [-1.629, 3.612, -4.115], [1.820, -0.543, 1.422], [-0.398, 3.944, -0.411], [-2.563, -2.561, -3.653], [-4.504, -0.426, -1.056], [1.626, -0.738, -3.346], [3.419, -3.642, -3.600], [5.875, -0.619, -1.530], [1.815, 2.045, 6.320], [-6.415, -2.180, -1.128], [-4.343, -0.822, -2.058], [7.431, 1.762, -0.817], [-0.961, -0.250, 2.233], [1.790, -3.344, -4.346], [-2.544, 3.299, -4.617], [-6.489, -3.341, -2.402], [-1.762, 3.659, -2.583], [0.622, 0.250, -0.627], [4.247, -3.902, 1.081], [1.966, -4.223, -1.474], [-6.257, -2.295, -2.200], [2.709, -2.037, -1.864], [2.680, -2.435, -6.560], [5.300, 0.139, -0.998], [-1.602, -1.074, -4.213], [0.198, -1.394, 0.497], [4.755, -2.701, 3.315], [3.766, -0.523, 5.882], [-2.894, 1.105, 1.340], [4.240, 0.964, 6.591], [-3.384, -1.327, -4.526], [-7.325, 0.786, 0.692], [0.229, 2.906, -1.982], [2.298, 0.643, 6.401], [-2.826, 2.142, 1.666], [4.506, -2.076, 2.562], [-8.991, -0.289, 2.720], [-0.369, 3.810, -1.858], [4.416, 0.206, -3.580], [0.737, 4.228, 1.188], [-2.543, -1.490, -3.853], [-1.412, 4.595, -4.532], [-4.893, -2.119, -2.366], [-2.547, 4.830, -2.238]],
  "mulliken_charge": [-0.587, 0.778, 0.238, 0.160, 0.481, 0.548, 0.366, 0.504, 0.295, 0.427, -0.413, -0.503, 0.281, -1.050, 0.385, 0.397, 0.301, 0.615, -1.360, 0.236, 0.004, 1.473, -0.126, -0.630, -1.316, 0.119, -1.211, -0.130, 0.347, 0.037, 0.313, -0.938, 0.279, -0.398, -0.333, 0.369, 0.542, -0.917, -1.318, 0.325, 0.961, 0.146, 0.240, 0.268, 1.291, 0.481, 0.208, -0.702, -0.803, 0.416, -0.710, 1.634, 0.169, 1.872, -0.558, 0.334, 0.346, -0.583, 0.196, -1.171, 0.277, 0.322, -0.160, 0.335, 0.296, 0.320, 0.193, 0.199, 0.379, 0.294, 0.026, -0.103, -0.416, 0.244, 0.428, -0.723, 0.466, 0.310, 0.275, -1.783, 0.248, 0.242, -0.739, 0.290, 0.408, -0.513, -0.703, -0.556, 0.298, 0.365, -0.684, -0.360, -1.546, -0.807, -0.348, 0.348, 0.337, 0.203, 0.458, 0.493, -0.854, 0.289, -0.735, 0.265, 0.638, 0.445, 0.332, 0.328, 1.226, 0.673, -0.544, -0.168, -0.802, -0.583, 0.341, 0.183, 0.497, -0.198, 0.348, 0.208, -0.978, 0.345, 0.412, -0.284, 0.165, -0.357, 0.317, -0.259, 0.310, -0.841, 0.258, 0.276, -1.761, 0.448, -0.385, -0.796],
  "homo_lumo_gap_ev": 8.942,
  "smiles": "COC[C@H](C)N.COC[C@H](C)N.COC[C@H](C)N.COC[C@H](C)N.COC[C@H](C)N.COC[C@H](C)N.COC[C@H](C)N.COC[C@H](C)N",
  "total_charge": 0,
  "e_homo_ev": -8.35,
  "e_tot_ev": -62903.3875,
  "lumo_ev": 0.59,
  "de_lowest_ev": 5.3796
}

***

{
  "formula": "C16H25BeN5O5",
  "method": "wB97M-V/def2-TZVPD",
  "species": ["C", "H", "C", "H", "C", "C", "H", "H", "O", "H", "N", "C", "H", "C", "C", "C", "H", "C", "N", "C", "H", "N", "C", "H", "H", "N", "Be", "O", "N", "C", "H", "H", "H", "H", "C", "H", "O", "H", "C", "C", "H", "H", "H", "H", "H", "H", "O", "H", "H", "C", "O", "H"],
  "coordinates": [[-0.917, -3.180, -0.278], [-2.525, -0.504, 0.000], [-2.100, 2.115, 2.894], [5.471, 1.682, -0.369], [-3.443, -1.129, 0.006], [2.473, 0.467, -1.363], [2.380, -2.712, 1.707], [0.027, 1.927, -1.656], [-3.664, -1.675, 1.335], [3.629, 1.712, -4.301], [1.364, -0.177, -0.848], [1.466, -2.945, 1.162], [-3.355, -1.974, -0.681], [-1.132, 3.349, 0.217], [-1.622, 1.352, 1.720], [-1.308, 1.891, 0.435], [1.377, 0.760, 1.819], [4.642, 1.449, -1.031], [-0.391, -1.958, -0.032], [0.874, -1.875, 0.500], [-1.998, 3.882, 0.643], [1.544, -0.670, 0.358], [0.876, -4.194, 0.998], [-3.008, 2.690, 2.638], [1.657, 0.438, -3.330], [-1.451, 0.020, 1.768], [-1.105, -0.506, 0.286], [1.543, 1.709, 1.982], [-1.032, 0.933, -0.469], [2.499, 0.800, -2.739], [-1.814, -3.191, -0.903], [3.444, 0.503, 0.538], [-4.280, -0.478, -0.286], [5.545, 2.299, -2.806], [3.617, 1.459, -3.243], [-0.219, 3.690, 0.740], [-1.791, -0.703, 2.905], [-1.046, 3.609, -0.845], [3.528, 0.805, -0.507], [-0.271, -4.313, 0.191], [-1.687, -0.188, -3.089], [1.809, 1.777, 2.915], [1.309, -5.063, 1.498], [-4.540, -2.104, 1.340], [-2.320, 1.398, 3.699], [-1.477, -1.675, -3.370], [-1.931, -0.891, -3.738], [-2.610, -1.185, 2.558], [-0.706, -5.287, -0.033], [4.690, 1.765, -2.395], [-0.721, 1.308, -1.782], [-1.304, 2.790, 3.241]],
  "mulliken_charge": [0.108, 0.682, -1.729, 0.355, -1.058, 0.269, 0.440, 0.330, -0.547, 0.358, 0.010, -1.097, 0.287, -1.732, 0.423, 0.727, 0.218, -0.760, 0.618, 0.647, 0.401, -0.432, -0.280, 0.346, 0.431, 0.668, -1.197, -0.582, 1.145, -0.256, 0.276, 0.296, 0.374, 0.354, -0.637, 0.306, -0.629, 0.446, -0.083, -0.931, 0.353, 0.280, 0.413, 0.329, 0.380, 0.330, -0.680, 0.446, 0.387, -0.415, -0.687, 0.303],
  "homo_lumo_gap_ev": [5.747, 6.737],
  "total_charge": 0,
  "e_homo_ev": [-5.89, -6.71],
  "e_tot_ev": -35082.8039,
  "lumo_ev": [-0.15, 0.02],
  "de_lowest_ev": 0.0000
}

***

{
  "formula": "C2H3N3O",
  "method": "wB97M-V/def2-TZVPD",
  "species": ["O", "N", "H", "H", "H", "C", "N", "N", "C"],
  "coordinates": [[-1.596, 0.998, 1.293], [-0.649, -0.790, 0.102], [-2.251, 1.146, 0.590], [0.114, -2.163, -0.903], [2.359, 0.033, -1.187], [1.656, 0.463, -0.506], [1.130, 1.200, 0.237], [0.131, -1.141, -0.840], [-0.667, 0.165, 0.897]],
  "mulliken_charge": [-0.389, 0.070, 0.317, 0.208, 0.285, 0.176, -0.463, -0.521, 0.319],
  "homo_lumo_gap_ev": 9.014,
  "total_charge": 0,
  "e_homo_ev": -8.77,
  "e_tot_ev": -8635.7671,
  "lumo_ev": 0.25,
  "de_lowest_ev": 4.7274
}